# C23H30FN2O6PtS2

A molecular structure, C23H30FN2O6PtS2 (wB97M-V/def2-TZVPD, OMol25).

Computed properties:
Multiplicity   1
Charge   +3
ΔE to the lowest compared entry with this formula, charge and spin   0.250 eV
HOMO energy   -16.64 eV
DFT total energy   -67210.901 eV
Gap between HOMO and LUMO   6.179 eV

```
65
Properties=species:S:1:pos:R:3:forces:R:3:lowdin_charge:R:1
Pt -0.191001 -0.151171 0.115303 -0.24 0.18 -0.14 1.439
C -3.435371 -0.186970 -0.254565 0.06 0.06 0.04 0.003
O -2.185023 0.472957 -0.585456 0.10 -0.09 0.07 -0.324
C -2.195590 1.089384 -1.903254 -0.07 -0.06 -0.05 -0.097
C -0.765509 1.387568 -2.326476 -0.16 -0.25 -0.05 -0.064
O -0.083470 0.172485 -1.918898 0.87 0.41 0.48 -0.322
C 0.925754 -0.666205 -2.544153 -0.50 -0.22 0.05 -0.078
C 0.431956 -2.053429 -2.129006 0.03 0.11 -0.17 -0.079
O 0.023839 -2.036115 -0.716342 -0.08 -0.24 -0.12 -0.412
C -0.944811 -3.087147 -0.405179 -0.01 0.01 0.05 -0.017
H -4.228279 0.558580 -0.247587 -0.01 -0.01 0.00 0.118
H -3.651773 -0.963563 -0.988337 -0.01 0.00 0.01 0.106
H -3.309054 -0.608642 0.738371 -0.02 -0.02 0.01 0.101
H -2.644285 0.374065 -2.595285 -0.01 0.05 -0.04 0.147
H -2.803371 1.993650 -1.863974 0.01 0.01 0.02 0.159
H -0.688922 1.524423 -3.403410 0.00 -0.02 -0.01 0.162
H -0.305539 2.218530 -1.799323 -0.03 0.06 -0.02 0.125
H 0.889461 -0.554184 -3.626542 -0.01 -0.01 -0.01 0.161
H 1.907549 -0.392125 -2.166662 0.00 -0.02 0.00 0.113
H -0.453650 -2.300797 -2.713813 0.00 -0.05 -0.01 0.147
H 1.182899 -2.833386 -2.244754 0.06 0.05 0.00 0.160
H -0.487676 -4.045441 -0.640977 0.01 0.00 -0.01 0.119
H -1.155587 -3.017288 0.658500 0.01 0.02 -0.03 0.083
H -1.846646 -2.934788 -0.996889 0.01 0.00 -0.02 0.108
C -1.982448 2.657922 6.741965 0.01 0.00 0.01 -0.029
C -1.636527 3.722858 5.721735 -0.01 0.01 -0.04 -0.264
C -2.723937 4.772164 5.577716 0.01 -0.01 0.02 -0.126
C -2.242794 5.895549 4.678870 -0.02 0.00 -0.03 -0.104
C -1.723563 5.355961 3.374292 0.00 0.03 0.03 -0.102
C -1.637220 6.168069 2.269555 0.00 0.05 -0.04 0.105
C -1.182351 5.670995 1.045460 -0.05 0.20 0.00 -0.235
F -1.109340 6.501161 0.012736 0.00 -0.06 0.08 0.129
C -0.835319 4.364967 0.879440 0.05 -0.13 -0.03 0.083
C -0.924071 3.504270 1.985028 -0.01 0.05 0.17 -0.042
C -0.605398 2.117303 1.867844 0.25 -0.09 -0.25 -0.217
O -0.152711 1.722431 0.680736 -0.33 0.01 0.02 -0.224
C -0.709144 1.305405 2.978693 0.10 -0.08 0.06 -0.023
C -1.059885 1.881583 4.203611 0.06 -0.11 0.02 0.072
N -1.356573 3.149119 4.344694 -0.04 0.11 0.04 0.078
C -1.337350 4.003500 3.242092 0.00 0.05 -0.09 -0.034
C -0.411759 -0.151383 3.002535 -0.22 -0.22 -0.03 -0.522
O -0.071934 -0.747636 3.982713 -0.07 0.15 -0.07 0.162
O -0.682603 -0.843640 1.859730 0.27 0.15 0.03 -0.239
H -2.219145 3.169480 7.673654 -0.01 0.00 0.00 0.107
H -1.156837 1.983128 6.965308 0.00 0.00 0.00 0.091
H -2.863396 2.083960 6.448461 0.01 0.00 0.00 0.107
H -0.700332 4.213487 6.001452 0.01 0.01 0.02 0.172
H -2.963352 5.155560 6.568163 0.00 0.00 0.00 0.139
H -3.632048 4.307394 5.183567 0.00 0.00 0.00 0.143
H -1.447034 6.455820 5.177476 0.01 0.00 0.00 0.145
H -3.042965 6.606580 4.476680 0.00 0.01 0.00 0.139
H -1.929387 7.209504 2.329850 0.00 0.00 0.00 0.156
H -0.487873 4.019493 -0.081068 -0.01 -0.04 0.00 0.126
H -1.078940 1.260934 5.086072 0.01 -0.03 -0.02 0.143
S 2.031017 -0.142006 0.686284 -0.05 -0.10 -0.04 0.864
C 2.507482 -1.600516 1.505793 0.02 0.21 0.09 -0.918
N 3.733099 -1.634781 1.966871 -0.09 -0.11 0.05 -0.015
C 4.175929 -2.915535 2.553603 0.02 0.01 -0.06 -0.143
C 2.898228 -3.662491 2.921477 -0.04 0.04 0.04 -0.318
S 1.587816 -2.996419 1.827367 0.09 -0.08 -0.04 1.081
H 4.382530 -0.866972 1.841740 -0.01 0.00 0.02 0.169
H 4.789137 -2.717811 3.429733 0.02 0.00 -0.01 0.145
H 4.771051 -3.448378 1.811288 -0.01 -0.01 0.00 0.142
H 2.578374 -3.474258 3.944280 0.02 0.00 0.00 0.101
H 2.982370 -4.732862 2.753912 -0.01 0.00 0.00 0.103
```
Forces are in eV/Å.